[1]
C31H37Cl3N5NiO4 | ωB97M-V with the def2-TZVPD basis set

Properties
HOMO (spin up / spin down) ... -0.4111 / -0.4061 Ha
Kohn-Sham gap (spin up / spin down) ... 8.0 / 6.8 eV
Net charge ... +1
Spin multiplicity ... 3
Lowest unoccupied orbital energy (spin up / spin down) ... -3.18 / -4.24 eV

Positions of all 81 atoms, in Å:
C: -1.8562 -3.4817 -2.2521
H: 3.7617 -0.2017 -1.3810
H: -0.5533 8.3192 2.7970
O: -1.8253 -0.8540 2.2620
C: 0.3533 -2.9610 -1.9929
N: -3.2784 3.7809 -0.5936
H: -2.3491 -4.8718 -3.8026
C: 0.7461 -4.0468 1.1326
H: -1.2416 3.4884 -0.3838
H: 0.2596 3.5638 2.1548
C: 1.3780 -2.2053 2.3822
C: -2.0217 3.8586 -1.0325
Ni: -1.2009 -1.9663 0.4243
C: -1.5993 -4.2199 -3.3792
H: 1.1324 -2.4006 -1.4974
H: 4.6831 -2.0664 -5.2137
H: 0.4813 -0.1004 -2.7763
N: 4.6695 -3.3092 -3.5235
Cl: -1.0672 0.9730 -4.1313
H: -2.3599 1.6426 1.2420
H: 1.7842 -5.9116 1.5110
C: -0.2492 7.2895 2.6800
H: 0.7715 7.6854 0.8398
H: 3.0775 -2.4440 3.6847
C: -1.5542 -2.5985 4.8624
C: 2.4356 -2.8873 2.9378
C: 4.5263 -3.3842 -2.1682
H: -0.8057 4.4375 4.2089
C: -1.7411 4.0982 -2.4051
O: -2.7053 1.0840 3.1339
H: 1.6234 0.8607 -0.6336
C: -4.1402 4.1802 -2.8680
C: 0.6012 0.3580 -3.7579
H: 1.2255 -1.1562 2.5886
H: -5.2941 3.7752 -1.0657
H: -3.6133 -2.2465 5.3987
C: -1.9961 1.9123 2.2334
H: 3.3944 -4.8154 2.9949
Cl: 1.1219 -0.7675 -5.0218
H: -0.0856 -5.1239 -4.5873
H: -0.8745 -2.3395 4.0505
C: -0.4417 5.1098 3.4461
C: 0.6037 5.5318 1.3117
C: -2.9154 -2.0590 4.5827
C: -0.2991 -4.3868 -3.8274
C: 3.9568 -1.0404 -2.0329
H: -3.3028 -2.6202 3.7324
H: 1.0728 5.1436 0.4198
Cl: 1.6385 1.8255 -3.6316
H: 1.0223 1.1106 1.0468
C: 0.1703 4.6308 2.2960
C: 0.7042 -3.6597 -3.1309
H: -1.6556 -3.6835 4.8864
H: 0.1803 1.7699 -0.3063
H: -0.7464 3.9460 -2.7973
H: 4.1748 -2.4452 -0.3384
N: -0.7027 6.4567 3.6733
H: 4.6684 -4.3542 -1.7151
N: -0.8997 -2.8432 -1.4718
H: 0.1399 -4.5271 0.3788
H: -1.2565 -2.2916 5.8651
C: 4.1364 -0.9883 -3.4306
O: -2.8848 -0.7381 4.3538
C: 4.5097 -2.1278 -4.1495
H: -0.9099 1.8437 2.2924
C: -2.3692 -0.2198 3.1818
H: -2.8467 -3.4131 -1.8269
O: 0.0001 -0.2733 -0.1639
C: 1.6860 -4.8632 1.7510
H: 3.9925 0.0167 -3.7990
C: -4.3094 3.8304 -1.5058
H: -4.9799 4.3007 -3.5365
C: -2.8117 4.1846 -3.3092
C: 0.4695 6.9189 1.5383
H: 1.7075 -3.7909 -3.5086
N: 0.4702 -2.7439 1.4644
H: -2.6459 4.2085 -4.3761
H: -2.3828 2.9208 2.3804
C: 0.7474 0.8959 0.0141
C: 2.5798 -4.2283 2.5973
C: 4.1147 -2.2955 -1.4063

Cartesian forces, eV/Å:
0.5 1.1 2.1
-0.2 0.4 -0.4
0.2 0.2 0.2
-0.6 0.4 1.3
0.2 1.0 0.4
-1.0 -0.9 -1.0
-0.4 0.4 -0.1
-0.9 0.3 0.7
0.2 0.6 0.4
0.2 0.0 -0.1
-1.7 0.3 -1.4
-0.9 -0.2 -2.1
2.8 2.7 0.0
0.3 -0.9 -0.1
0.0 0.0 0.4
0.0 -0.2 -0.1
0.5 -0.1 -0.1
0.1 0.1 0.5
0.5 -0.5 0.1
0.5 0.0 -0.3
-0.1 0.1 -0.1
-0.5 -0.9 1.1
0.1 -0.2 -0.1
0.1 0.3 -0.2
0.0 -0.9 0.7
-0.5 -0.7 -0.3
-0.8 1.0 -1.9
0.0 -0.1 0.1
-1.0 -1.1 0.3
0.9 -2.3 1.6
0.4 0.0 0.2
0.9 -1.2 1.7
-1.0 1.1 -0.3
-0.2 0.0 0.1
-0.1 -0.2 0.0
0.1 0.2 0.1
-0.8 0.5 -1.6
0.1 0.1 0.3
-0.1 0.4 0.5
0.2 0.3 -0.2
0.2 0.1 0.4
-0.4 2.4 0.0
0.2 0.7 0.7
-0.1 -3.3 -0.3
0.6 1.0 1.5
0.4 -2.0 -0.2
-0.3 0.2 -0.4
0.1 0.1 -0.1
-0.1 -0.9 0.0
0.4 -0.2 0.3
-0.2 0.7 -0.2
-1.4 -1.5 -1.2
0.2 -0.1 0.0
-0.3 0.3 -0.1
0.2 0.3 0.1
-0.5 0.3 0.2
1.2 -1.4 -2.2
0.2 -0.1 -0.1
-0.4 -1.5 -2.1
-0.4 0.3 -0.1
0.6 0.2 -0.3
-0.2 0.8 1.7
0.7 4.7 -2.6
-0.4 -0.1 1.7
-0.2 -0.2 0.3
-1.6 -0.1 0.1
-0.2 -0.1 -0.2
-1.1 -1.5 -0.4
0.4 1.4 -0.2
0.2 -0.2 -0.9
1.4 1.9 0.3
0.0 -0.1 0.0
0.0 0.4 0.4
-0.9 -1.5 0.5
0.3 0.5 0.5
2.1 -1.8 0.6
0.3 0.3 -0.1
0.3 -0.1 0.3
-0.8 -0.6 -0.1
0.2 -0.6 0.3
1.1 0.2 -0.5

[2]
C3H4P2 | ωB97M-V with the def2-TZVPD basis set

Properties
ΔE to the lowest compared entry with this formula, charge and spin ... 179.4 kJ/mol
HOMO ... -0.2938 Ha
Kohn-Sham gap ... 7.9 eV
Net charge ... 0
Lowest unoccupied orbital energy ... -0.05 eV

Positions of all 9 atoms, in Å:
H: 1.8244 -1.6545 1.1803
C: 0.4805 -0.7119 -0.0452
H: -2.2137 1.9555 -0.2345
P: -1.7761 -0.2440 0.7217
H: -0.5044 1.9188 0.2601
H: 2.5047 -1.2237 -0.5230
C: -1.3176 1.3270 -0.2697
C: 1.6937 -1.1821 0.2065
P: -0.6914 -0.1852 -1.2961

Cartesian forces, eV/Å:
0.4 0.1 -0.2
-2.0 1.3 -0.4
0.0 -0.4 -1.3
2.9 -0.3 -1.4
-0.9 -0.8 -0.9
-0.3 0.2 0.1
1.9 -0.7 2.5
-1.3 -0.3 0.7
-0.8 0.8 0.9

[3]
C39H32B3BrO8 | ωB97M-V with the def2-TZVPD basis set

Properties
HOMO ... -0.3559 Ha
Kohn-Sham gap ... 8.6 eV
Net charge ... 0
Lowest unoccupied orbital energy ... -1.07 eV

Positions of all 83 atoms, in Å:
O: 0.2620 -0.6501 0.7392
C: -0.5084 5.2349 2.6173
C: 1.0991 8.6943 2.9134
H: -3.6456 -10.1442 -3.2142
C: -0.1942 2.4399 -1.0661
C: 2.8602 6.9498 2.5269
C: -2.4019 -7.9186 -1.0223
C: 2.4485 8.3562 2.7909
H: 3.8362 3.4642 -0.9733
C: 3.0738 -6.8977 -1.6099
H: -3.9436 -1.7976 -2.5964
H: -3.8520 1.2059 -0.9892
H: 4.9912 0.1038 1.4155
C: 0.7334 10.0176 3.1268
C: -3.0683 -3.2073 -1.2704
C: 3.5798 2.5520 -0.4512
H: -3.3896 -4.7309 -2.7365
C: -0.1357 3.9154 2.4206
H: 3.9414 -7.2173 -2.2014
C: -3.5953 -9.5612 -2.3012
C: 0.4581 6.2331 2.6378
O: -1.1317 7.9432 2.9373
C: -4.5593 -9.6096 -1.3208
C: -4.2702 -2.4082 -1.7503
C: 4.2270 0.6601 0.8882
C: 1.2044 3.5894 2.2352
C: -1.8323 0.7881 -0.4275
O: -1.4102 -5.5902 -0.7003
H: -5.2101 -8.9058 0.5467
C: 4.5588 1.8301 0.2122
C: 1.7081 10.9947 3.2390
C: 2.1149 -6.0774 -2.4818
B: -1.3895 -5.0187 -1.9760
H: -3.3020 -7.3546 0.8433
C: -2.5264 -8.7153 -2.1426
C: -0.5150 1.2298 -0.4461
O: 4.0294 6.6648 2.3673
H: 3.2139 4.3244 2.1186
O: 1.5007 3.9461 -1.6968
H: 2.2859 -6.3036 -3.5416
H: -2.0805 -0.1536 0.0446
C: -3.3687 -7.9831 -0.0375
H: -3.2919 3.3712 -2.0576
H: -0.3126 10.2803 3.2089
H: -0.8895 3.1374 2.4085
H: -2.2716 -2.5772 -0.8664
C: 3.0535 10.6543 3.1397
H: -5.4044 -10.2698 -1.4809
Br: -4.9797 -1.1991 -0.3900
H: 3.8141 11.4178 3.2395
H: 3.3931 -5.2201 -0.6304
H: 2.3053 -4.9977 -2.3970
C: 2.1719 4.5793 2.2597
H: 1.4214 12.0245 3.4093
C: 1.9350 0.9208 0.2172
C: 1.8049 5.9017 2.4698
H: -0.9511 4.1511 -2.1136
B: -1.1793 -6.9509 -0.9751
C: 2.2641 2.1081 -0.4411
O: 0.1354 -7.2724 -1.2876
H: 1.4917 2.5610 2.0763
O: 3.5949 -6.1512 -0.5063
B: 0.5835 -6.2752 -2.1421
C: -2.5554 -4.0736 -2.4407
O: -0.3204 -5.4062 -2.7790
C: 1.2138 2.9177 -1.1205
H: 2.6606 -0.7092 1.4063
H: 2.6003 -7.7952 -1.2056
H: 5.5827 2.1808 0.2075
H: -3.3945 -3.8682 -0.4621
C: 3.4225 9.3396 2.9106
C: -2.5110 2.7690 -1.6111
C: -1.1977 3.2087 -1.6431
H: -1.7653 -8.6675 -2.9165
C: -2.8276 1.5543 -1.0085
H: -2.3024 -3.4972 -3.3360
H: -1.5501 5.4903 2.7580
H: 4.4680 9.0746 2.8280
C: -4.4253 -8.8345 -0.2006
C: 2.9192 0.2031 0.8853
C: 0.5367 0.4092 0.2117
C: 0.0414 7.6485 2.8354
H: -5.0805 -3.0309 -2.1272

Cartesian forces, eV/Å:
0.0 0.0 0.0
-0.1 -0.1 0.0
0.1 -0.1 0.0
-0.2 -0.1 0.2
0.0 -0.1 0.1
0.3 -0.1 0.0
1.2 0.3 0.1
-0.1 0.0 0.0
-0.1 0.0 0.0
0.7 0.4 -0.2
-0.2 0.2 0.2
0.1 0.0 0.0
0.0 0.0 0.0
0.0 0.2 0.0
-0.5 -0.4 -0.1
0.2 0.0 0.0
0.2 0.0 0.0
0.1 0.0 0.0
-0.2 -0.1 0.0
0.1 -0.1 -0.7
0.1 0.0 0.0
0.0 0.0 0.0
-0.3 -0.8 -0.9
0.7 0.4 -0.5
0.0 0.1 0.0
-0.1 0.1 0.1
-0.1 0.0 0.0
-0.6 -0.5 -0.8
0.2 0.1 0.1
0.0 0.0 0.0
0.1 0.0 0.0
-0.4 -0.5 0.3
0.2 0.4 0.0
0.0 0.0 0.0
0.6 -0.1 -0.5
0.1 0.1 -0.1
0.0 0.0 0.0
0.0 0.1 0.0
0.0 0.0 0.0
-0.1 0.0 0.1
0.1 0.0 0.0
0.2 0.6 0.3
0.0 0.0 0.0
0.0 -0.1 0.0
0.0 0.0 0.0
-0.2 0.2 -0.1
-0.1 0.0 0.0
-0.1 0.1 0.3
-0.1 -0.4 -0.1
0.0 0.0 0.0
0.0 0.0 0.0
0.2 -0.1 0.0
0.0 -0.2 0.0
0.0 0.0 0.0
0.0 0.1 -0.2
-0.1 0.1 0.0
0.1 0.0 0.0
-0.1 0.1 1.3
0.0 -0.2 -0.1
-0.7 0.7 -0.8
0.0 0.0 0.1
-0.3 -0.1 0.2
1.2 0.1 -0.7
0.1 -0.1 0.3
-0.4 -0.3 0.7
0.1 0.3 -0.1
-0.1 0.0 -0.1
-0.1 0.1 0.0
0.0 0.0 0.0
0.2 0.0 0.0
0.1 0.2 0.0
0.1 -0.1 0.1
-0.2 0.1 -0.1
0.0 -0.1 0.1
0.0 0.2 -0.1
0.1 0.1 0.2
0.0 0.1 0.0
0.0 -0.1 0.0
-1.3 -0.2 0.9
0.1 -0.1 0.1
-0.1 -0.3 0.1
-0.3 0.1 0.0
0.0 -0.1 0.4